Record 1
A molecular structure, C51H120As2F12N6O3, computed with wB97M-V/def2-TZVPD.

* HOMO-LUMO gap: 9.3 eV
* HOMO energy: -16.42 eV

```
! RIJCOSX wB97M-V def2-TZVPD def2/J DEFGRID3
* xyz 4 1
C 1.76275 -2.68498 2.62111
C 1.77588 -2.58877 4.16238
N 3.12737 -2.67914 4.82679
C 3.63918 -4.20433 4.60553
C 4.19415 -1.75160 4.15039
C 4.00647 -0.16528 4.37183
C 2.98863 -2.41535 6.33868
C 4.10432 -2.97136 7.27981
O 5.28667 -2.24225 7.02783
C 6.38635 -2.67552 7.73207
H 2.19176 -3.55242 2.11952
H 2.25789 -1.80601 2.20838
H 0.73767 -2.58370 2.26468
H 1.14764 -3.38276 4.56610
H 1.26503 -1.67056 4.45227
H 4.71118 -4.33612 4.75234
H 3.28063 -4.51092 3.62291
H 3.04537 -4.68254 5.38451
H 4.40613 -1.92843 3.09592
H 5.18985 -2.00261 4.51600
H 4.12004 0.18890 5.39641
H 3.11359 0.23361 3.89042
H 4.70046 0.38576 3.73714
H 2.12066 -2.97243 6.69136
H 2.76121 -1.36034 6.49139
H 4.20391 -4.04714 7.13528
H 3.69540 -2.76264 8.26840
H 7.28563 -2.09107 7.53762
H 6.59752 -3.70600 7.44638
H 6.26650 -2.53614 8.80645
C 6.56482 -5.34496 -1.98380
C 5.14455 -4.73821 -1.56910
N 3.91601 -5.62462 -1.91683
C 3.72807 -5.68119 -3.45724
C 4.16509 -7.12113 -1.56316
C 2.95056 -8.08641 -1.71579
C 2.61714 -4.98334 -1.23316
C 2.29743 -3.49232 -1.49632
O 2.17999 -3.27800 -2.89409
C 1.62155 -1.96208 -3.16469
H 6.85791 -6.11900 -1.27453
H 7.42699 -4.67805 -1.98452
H 6.45696 -5.78416 -2.97555
H 4.91599 -3.71233 -1.85792
H 5.09366 -4.87305 -0.48867
H 2.67123 -5.84518 -3.66772
H 4.26383 -6.54057 -3.86041
H 4.08223 -4.76912 -3.93764
H 4.60431 -7.08364 -0.56627
H 4.99653 -7.51337 -2.14878
H 2.99470 -9.04093 -1.19134
H 2.79783 -8.25932 -2.78110
H 1.96233 -7.76303 -1.38880
H 2.70236 -5.10471 -0.15329
H 1.71560 -5.50313 -1.55742
H 3.09591 -2.90861 -1.03826
H 1.35820 -3.36730 -0.95751
H 1.64056 -1.75648 -4.23495
H 2.15237 -1.19137 -2.60582
H 0.58941 -1.91999 -2.81680
C -3.55840 2.77626 0.49718
C -3.78775 3.71452 1.76606
N -2.93481 3.31187 2.93418
C -1.37929 3.47714 2.68686
C -3.42187 4.26906 4.08766
C -2.85135 4.05323 5.56264
C -3.19828 1.84826 3.37442
C -4.68538 1.32521 3.75897
O -5.45974 1.27048 2.53889
C -6.65826 0.41040 2.69647
H -3.98485 1.78010 0.61517
H -2.48432 2.66819 0.34629
H -4.11638 3.14429 -0.36382
H -4.83178 3.69241 2.07850
H -3.55667 4.76388 1.58294
H -1.23378 4.26554 1.94838
H -0.95258 2.51752 2.39508
H -0.80950 3.80401 3.55668
H -4.51097 4.27879 4.13081
H -3.14146 5.18811 3.57307
H -3.15923 4.93094 6.13092
H -1.76750 3.97074 5.64368
H -3.34288 3.19528 6.02135
H -2.56808 1.79975 4.26245
H -2.85250 1.33000 2.48002
H -5.11246 1.97590 4.52206
H -4.47584 0.32951 4.14983
H -7.32146 0.95489 3.36863
H -6.35647 -0.51893 3.17954
H -7.27920 0.26888 1.81187
C 3.48628 5.13412 2.96674
C 3.13602 3.80361 2.27586
C 2.78421 4.00814 0.79865
C 3.84268 4.71814 -0.08807
N 3.55751 4.78362 -1.62003
C 4.89353 5.36971 -2.26138
C 4.36553 6.18416 -3.41528
C 3.08053 6.88439 -2.82376
C 2.41266 5.78037 -1.99622
C 3.38409 3.36759 -2.12937
H 2.74622 5.93044 3.04605
H 4.37855 5.45451 2.42887
H 3.93288 5.09526 3.96030
H 2.43981 3.30455 2.94989
H 4.10860 3.31149 2.27733
H 1.86335 4.58702 0.86937
H 2.54528 3.02112 0.40265
H 4.86008 4.36868 0.08762
H 3.88075 5.78974 0.10765
H 5.54696 4.57267 -2.61612
H 5.40728 6.00538 -1.54021
H 4.00509 5.52193 -4.20246
H 5.09176 6.90790 -3.78526
H 2.31735 7.11075 -3.56835
H 3.31570 7.77775 -2.24522
H 1.61962 5.29831 -2.56788
H 1.94377 6.21511 -1.11347
H 3.36330 3.36599 -3.21918
H 2.46680 3.00859 -1.66268
H 4.21655 2.70902 -1.88159
C -1.16641 0.98314 -6.29638
C -1.42838 1.21322 -4.80741
C -1.59964 2.70183 -4.50053
C -2.84334 3.32238 -5.02751
N -3.33183 4.56591 -4.28434
C -3.76297 4.18524 -2.83596
C -4.82773 5.28873 -2.42047
C -5.48820 5.76574 -3.74167
C -4.67425 5.07149 -4.85773
C -2.31207 5.71230 -4.29418
H -1.91207 1.48957 -6.90925
H -1.30349 -0.08145 -6.48599
H -0.14683 1.15636 -6.64069
H -0.68659 0.63946 -4.25185
H -2.34593 0.76491 -4.42632
H -0.71176 3.20905 -4.87802
H -1.54284 2.56838 -3.42023
H -3.71255 2.66795 -4.96200
H -2.70325 3.65409 -6.05631
H -2.88659 3.97164 -2.22404
H -4.39735 3.30003 -2.79056
H -4.42070 6.14086 -1.87614
H -5.59128 4.75245 -1.85700
H -5.47231 6.85153 -3.64725
H -6.55943 5.57206 -3.79683
H -4.73187 5.59552 -5.81176
H -5.25504 4.17633 -5.08013
H -1.36345 5.44815 -3.82680
H -2.69096 6.58689 -3.76538
H -2.18528 5.93843 -5.35290
C -7.64393 -6.07448 -3.28386
C -7.20410 -5.36851 -2.04980
C -5.87156 -4.70814 -2.15097
C -5.50489 -4.28305 -0.80719
N -4.12660 -3.51837 -0.49470
C -3.99536 -3.28646 0.98936
C -4.68300 -1.99753 1.17783
C -4.64683 -1.11535 -0.10295
C -4.04910 -2.14774 -1.15712
C -3.06638 -4.39485 -1.02529
H -6.91097 -6.80272 -3.63105
H -7.81734 -5.38590 -4.11084
H -8.53007 -6.70781 -3.24196
H -7.12106 -5.98958 -1.15791
H -7.97729 -4.61441 -1.90275
H -5.95204 -3.87193 -2.84550
H -5.31838 -5.53351 -2.59915
H -5.41709 -5.19410 -0.21526
H -6.19163 -3.69831 -0.19516
H -2.92517 -3.21230 1.18249
H -4.44614 -4.10035 1.55723
H -4.30176 -1.45389 2.04225
H -5.69465 -2.20050 1.52922
H -3.97741 -0.27125 0.06282
H -5.61799 -0.70838 -0.38458
H -3.07463 -1.69440 -1.33873
H -4.69120 -2.20965 -2.03573
H -2.07117 -3.95915 -0.93683
H -3.27993 -4.49288 -2.08966
H -3.15559 -5.37908 -0.56547
As -0.28897 0.31435 -0.38270
F -1.94630 0.69386 -0.95241
F 0.34881 0.45951 -2.09468
F 1.26587 -0.01147 0.45634
F -0.96235 0.06423 1.28088
F -0.54014 -1.38722 -0.77962
F -0.03405 2.08703 0.01821
As 5.42333 -0.50542 -0.07655
F 6.28841 -1.02257 -1.63103
F 5.44375 -2.34963 0.38548
F 4.61887 -0.11016 1.50550
F 5.64307 1.26959 -0.43567
F 3.88008 -0.54176 -0.91388
F 7.04415 -0.43558 0.73722
*
```


Record 2
2 unconnected molecules or ions with the total composition C5H8O3, computed with wB97M-V/def2-TZVPD.

* SMILES: CC(=O)OO.C=C=C
* HOMO-LUMO gap: 10.6 eV
* HOMO energy: -9.75 eV

```
! RIJCOSX wB97M-V def2-TZVPD def2/J DEFGRID3
* xyz 0 1
C -2.05857 0.55657 0.64650
C -1.24904 -0.34860 -0.22818
O -1.38720 -0.55053 -1.40731
O -0.48884 -1.21874 0.55872
O -0.06648 -2.36561 -0.14432
H -3.06295 0.14453 0.73942
H -2.12521 1.53446 0.17641
H -1.60701 0.63542 1.63050
H -0.26808 -2.12975 -1.07910
C 0.89650 1.45374 -0.46578
C 1.67645 0.47756 -0.06908
C 2.56167 -0.41405 0.24034
H 0.67560 2.28616 0.18608
H 0.61092 1.55358 -1.50207
H 3.61141 -0.25176 0.04746
H 2.28084 -1.36297 0.67041
*
```


Record 3
2 unconnected molecules or ions with the total composition C4H6O2, computed with wB97M-V/def2-TZVPD.

* SMILES: O=C=O.C=CC
* HOMO-LUMO gap: 10.5 eV
* HOMO energy: -9.62 eV

```
! RIJCOSX wB97M-V def2-TZVPD def2/J DEFGRID3
* xyz 0 1
O -0.68684 -2.34963 1.31344
C 0.10521 -1.86447 0.60121
O 1.02473 -1.64034 -0.08839
C -1.11705 0.06783 0.36712
C 0.02273 0.75394 0.34804
C 0.81330 0.91431 -0.88615
H -1.50738 -0.38251 -0.54666
H -1.74433 0.01441 1.23980
H 0.35343 1.38001 1.17305
H 0.23899 1.82776 -1.09204
H 1.88111 1.13217 -0.77998
H 0.63156 0.16199 -1.65969
*
```


Record 4
A molecular structure, C25H30BCrN11OS3, computed with wB97M-V/def2-TZVPD.

* HOMO-LUMO gap (spin up / spin down): 7.1 / 7.7 eV
* ⟨S²⟩: 0.757
* HOMO energy (spin up / spin down): -11.00 / -11.02 eV

```
! RIJCOSX wB97M-V def2-TZVPD def2/J DEFGRID3
* xyz 1 2
Cr -1.02376 0.56053 0.63530
C 2.11474 0.34128 2.45120
C 2.07807 0.06531 0.98687
C 3.17787 -0.16673 0.16013
C 2.65175 -0.33819 -1.10405
N 1.32214 -0.22263 -1.02188
N 0.95440 0.02985 0.25916
B 0.26404 -0.14780 -2.14266
N -0.25397 1.30573 -2.16679
C -0.22995 2.28367 -3.08423
C -0.79425 3.41373 -2.54555
C -1.14898 3.06121 -1.24050
C -1.81092 3.95702 -0.24980
N -0.80444 1.78833 -1.01540
N -0.93102 -1.06469 -1.76720
C -1.45216 -2.04338 -2.50957
C -2.56590 -2.53529 -1.86257
C -2.68561 -1.78842 -0.69523
C -3.79135 -1.95576 0.29070
N -1.67794 -0.88269 -0.63710
N 0.84909 -0.68439 -3.42983
C 0.73545 -0.35047 -4.73950
C 1.33942 -1.32858 -5.48422
C 1.80341 -2.26567 -4.53837
C 2.53263 -3.54576 -4.78156
N 1.49745 -1.88018 -3.31189
H 2.88008 -0.27030 2.92791
H 1.16179 0.13660 2.93151
H 2.37147 1.38727 2.63094
H 4.21360 -0.20478 0.44906
H 3.12539 -0.54630 -2.04628
H 0.20023 2.13886 -4.05581
H -0.92813 4.36916 -3.02080
H -1.36445 4.95061 -0.30594
H -1.73824 3.58567 0.76435
H -2.87105 4.05757 -0.48627
H -0.99040 -2.33087 -3.43842
H -3.21447 -3.33020 -2.18564
H -4.16592 -2.97597 0.21723
H -4.61340 -1.27867 0.05759
H -3.48677 -1.76407 1.31292
H 0.21139 0.52396 -5.07567
H 1.43343 -1.36572 -6.55549
H 2.78004 -3.65492 -5.83543
H 1.92555 -4.40201 -4.48633
H 3.45846 -3.57984 -4.20794
S -1.28490 -1.05081 2.48338
C -0.09806 -2.24085 2.24427
N 0.33790 -2.67627 1.08324
C 1.44346 -3.62708 1.07603
C 1.50687 -4.22423 2.48554
S 0.64092 -3.05115 3.57866
H 0.01439 -2.23313 0.23176
H 2.36511 -3.10637 0.80567
H 1.24934 -4.39656 0.33074
H 2.53222 -4.32764 2.82921
H 1.01374 -5.19177 2.54195
S -3.28153 1.15247 0.94534
C -3.25563 2.05127 2.36780
N -3.22903 2.70815 3.31960
O -0.19653 1.99231 1.65480
N -0.22684 2.59914 2.84234
C -0.54215 1.95617 3.97335
C -0.51619 2.63066 5.17680
C -0.18890 3.97168 5.20485
C 0.12474 4.61409 4.01370
C 0.10586 3.90436 2.83944
H -0.81716 0.92076 3.86101
H -0.78195 2.09151 6.07364
H -0.18268 4.51637 6.13821
H 0.38665 5.66127 3.98623
H 0.34153 4.30355 1.86553
*
```


Record 5
7 unconnected molecules or ions with the total composition CH16O6S, computed with wB97M-V/def2-TZVPD.

* SMILES: CS.O.O.O.O.O.O
* HOMO-LUMO gap: 8.9 eV
* HOMO energy: -9.14 eV

```
! RIJCOSX wB97M-V def2-TZVPD def2/J DEFGRID3
* xyz 0 1
C -1.56705 -3.63123 3.06914
S -0.83065 -2.27529 3.99455
H -2.43358 -3.18510 2.59963
H -1.92572 -4.42739 3.72507
H -0.97744 -4.13442 2.32908
H 0.37643 -2.78099 4.27840
O 0.63885 -0.94940 -2.62741
H 0.59779 -0.31627 -1.90252
H 0.99321 -1.78346 -2.29982
O 1.35321 5.91691 -2.30944
H 1.64907 5.85666 -1.39309
H 1.30529 4.99751 -2.61515
O 2.66850 -0.37830 3.79958
H 3.16334 0.44610 3.86987
H 2.98788 -0.74627 2.96959
O 0.27640 3.31317 -2.94001
H 0.13374 2.65932 -2.24075
H 0.26144 2.82633 -3.76874
O -2.76131 -1.98669 -2.34324
H -2.25067 -1.96003 -3.15910
H -2.61517 -1.12580 -1.94260
O -0.18949 1.12161 -0.72776
H -0.17084 0.63284 0.10425
H -0.68322 1.91022 -0.46952
*
```


Largest force on an atom? In order: 3.72, 2.11, 1.72, 0.39, 1.08 eV/A.
DFT total energy? In order: -224171.0535, -11452.7883, -8339.3193, -106452.1031, -24416.4961 eV.